Entry 1:
Entry from OMol25: 4 unconnected molecules or ions with the total composition C3H13NO4 in a non-equilibrium geometry (wB97M-V/def2-TZVPD).

Output
molecular weight: 127.14 g mol⁻¹
relative energy (zero: lowest compared OMol25 entry of this formula, charge and spin): 60.2 kcal/mol
orbital gap: 9.5 eV
E_tot: -13000.554 eV
F_max: 0.031 hartree/bohr
structure (SMILES): CNCC=O.O.O.O

```
21
C3H13NO4 | OMol25 | wB97M-V/def2-TZVPD
C 0.36 -1.19 2.47
N 0.73 -0.76 1.12
C 0.53 -1.80 0.10
C 0.55 -1.22 -1.28
O 0.52 -1.94 -2.25
H 0.24 -2.26 2.49
H 1.21 -1.04 3.14
H -0.47 -0.65 2.93
H 0.27 0.14 0.96
H -0.40 -2.31 0.22
H 1.34 -2.51 0.28
H 0.69 -0.13 -1.30
H -2.03 1.45 -0.23
H -2.53 1.94 1.24
O -1.91 2.04 0.51
H 2.07 0.92 -0.04
H 2.19 2.48 -0.55
O 1.73 1.64 -0.59
H -2.45 1.67 -2.88
H -0.92 1.73 -2.90
O -1.70 1.80 -3.46
```

Entry 2:
Entry from OMol25: 3 unconnected molecules or ions with the total composition C3H13NO4 in a non-equilibrium geometry (wB97M-V/def2-TZVPD).

Output
molecular weight: 127.14 g mol⁻¹
relative energy (zero: lowest compared OMol25 entry of this formula, charge and spin): 64.5 kcal/mol
orbital gap: 9.9 eV
E_tot: -13000.368 eV
F_max: 0.046 hartree/bohr
structure (SMILES): NC(CO)CO.O.O

```
21
C3H13NO4 | OMol25 | wB97M-V/def2-TZVPD
C -1.21 0.11 0.82
O -0.32 -0.06 1.90
C -0.49 0.11 -0.52
C -0.92 -0.97 -1.52
O 0.16 -1.95 -1.43
N -0.49 1.47 -1.14
H -1.90 -0.72 0.99
H -1.95 0.93 0.88
H 0.22 0.72 2.11
H 0.58 -0.03 -0.39
H -0.85 -0.62 -2.53
H -1.82 -1.53 -1.27
H -0.04 -2.86 -1.58
H -1.29 2.01 -0.86
H 0.43 1.76 -1.38
H -0.32 2.53 1.34
H 1.26 2.23 1.37
O 0.49 2.54 1.86
H 3.51 -2.19 0.76
H 2.11 -1.92 0.04
O 2.83 -1.55 0.55
```

Entry 3:
Entry from OMol25: 4 unconnected molecules or ions with the total composition C3H13NO4 in a non-equilibrium geometry (wB97M-V/def2-TZVPD).

Output
molecular weight: 127.14 g mol⁻¹
relative energy (zero: lowest compared OMol25 entry of this formula, charge and spin): 61.3 kcal/mol
orbital gap: 9.7 eV
E_tot: -13000.506 eV
F_max: 0.076 hartree/bohr
structure (SMILES): NCCC=O.O.O.O

```
21
C3H13NO4 | OMol25 | wB97M-V/def2-TZVPD
C -0.68 -0.15 -0.54
C -0.40 1.44 -0.59
C 0.55 1.73 -1.70
O 1.56 2.36 -1.48
N 0.52 -0.92 -0.19
H -0.91 -0.35 -1.56
H -1.59 -0.41 -0.03
H 0.14 1.79 0.27
H -1.37 1.93 -0.74
H 0.35 1.46 -2.76
H 1.48 -0.66 -0.31
H 0.38 -1.03 0.83
H -3.00 -0.11 2.98
H -2.85 1.19 3.67
O -3.49 0.46 3.59
H 3.55 1.42 0.34
H 4.76 0.76 0.33
O 3.93 0.67 0.83
H -1.93 -5.39 -0.54
H -1.62 -3.85 -0.25
O -1.73 -4.53 -0.91
```

Entry 4:
Entry from OMol25: C3H13NSi2 in the gas phase in a non-equilibrium geometry (wB97M-V/def2-TZVPD).

Output
molecular weight: 119.32 g mol⁻¹
relative energy (zero: lowest compared OMol25 entry of this formula, charge and spin): 48.5 kcal/mol
orbital gap: 10.2 eV
E_tot: -20566.040 eV
F_max: 0.070 hartree/bohr
structure (SMILES): CC(C)[Si@H](N)[SiH3]

```
19
C3H13NSi2 | OMol25 | wB97M-V/def2-TZVPD
C 0.75 1.51 -0.03
C 1.96 -0.51 0.19
C 0.81 0.23 0.77
N -0.37 -1.74 -1.11
Si -2.59 0.47 -0.02
Si -0.74 -0.76 0.34
H 0.54 1.33 -1.12
H -0.12 2.10 0.39
H 1.62 2.13 0.05
H 1.86 -0.63 -0.91
H 2.14 -1.37 0.71
H 2.87 0.16 0.32
H 0.89 0.28 1.87
H 0.51 -1.35 -1.32
H -0.42 -2.75 -1.23
H -3.75 0.26 0.82
H -2.29 1.77 0.26
H -2.80 0.54 -1.52
H -0.86 -1.67 1.55
```

Entry 5:
Entry from OMol25: a molecular structure, C3H13O4 in a non-equilibrium geometry (wB97M-V/def2-TZVPD).

Output
multiplicity: 2
molecular weight: 113.13 g mol⁻¹
relative energy (zero: lowest compared OMol25 entry of this formula, charge and spin): 2.6 kcal/mol
orbital gap (spin up / spin down): 10.4 / 5.8 eV
E_tot: -11508.220 eV
F_max: 0.067 hartree/bohr

```
20
C3H13O4 | OMol25 | wB97M-V/def2-TZVPD
C 0.49 -0.87 1.06
O 0.48 -1.57 -0.12
C -1.02 -0.49 1.44
C -1.17 -0.55 2.96
H 1.07 0.05 0.92
H 0.95 -1.51 1.82
H -1.54 -1.27 0.88
H -1.36 0.46 1.05
H -2.24 -0.57 3.18
H -0.80 0.37 3.41
H -0.73 -1.45 3.35
H 0.80 -0.84 -0.96
H 2.01 0.08 -1.62
O 1.05 0.10 -1.75
H -0.45 1.91 -0.28
H 0.53 1.39 -1.35
O -0.03 2.24 -1.10
H 0.06 1.05 -4.84
H 1.04 0.83 -3.56
O 0.86 0.63 -4.49
```

Entry 6:
Entry from OMol25: 2 unconnected molecules or ions with the total composition C3H14N2O in a non-equilibrium geometry (wB97M-V/def2-TZVPD).

Output
multiplicity: 2
molecular weight: 94.16 g mol⁻¹
relative energy (zero: lowest compared OMol25 entry of this formula, charge and spin): 45.3 kcal/mol
total charge: +3
orbital gap (spin up / spin down): 11.0 / 3.6 eV
E_tot: -8327.766 eV
F_max: 0.080 hartree/bohr

```
20
C3H14N2O | OMol25 | wB97M-V/def2-TZVPD
C 1.16 -0.88 0.25
C 1.44 0.66 -0.17
C 0.09 1.34 -0.16
N 0.36 3.10 -0.53
N -0.26 -1.44 0.56
H 1.58 -0.85 1.26
H 1.73 -1.70 -0.15
H 2.11 0.51 -1.03
H 2.13 1.15 0.54
H -0.74 0.97 -0.77
H -0.41 1.57 0.78
H 1.29 3.37 -0.19
H 0.37 3.33 -1.52
H -0.12 3.60 0.23
H -0.77 -1.14 1.40
H -0.61 -2.38 0.32
H -0.83 -0.96 -0.17
H -2.58 -3.51 -1.06
H -3.38 -3.48 0.51
O -2.58 -3.24 -0.09
```